{
  "formula": "C3H8S2",
  "method": "ωB97M-V with the def2-TZVPD basis set",
  "spin_multiplicity": 2,
  "e_lumo_ev": [3.955, 3.603],
  "total_charge": -1,
  "species": ["C", "C", "C", "S", "S", "H", "H", "H", "H", "H", "H", "H", "H"],
  "positions_angstrom": [[-0.416, -0.723, -0.285], [1.032, -1.408, -0.011], [-0.885, 0.458, 0.696], [0.139, 1.738, 1.334], [-0.171, 2.541, -1.055], [-0.383, -0.251, -1.317], [-1.094, -1.549, -0.216], [0.764, -2.498, -0.275], [1.513, -1.034, 0.845], [1.512, -0.931, -0.839], [-1.613, 0.905, 0.194], [-1.435, -0.032, 1.547], [1.038, 2.784, -0.618]],
  "forces_ev_per_a": [[1.769, 1.734, 0.675], [-3.531, 0.012, -2.909], [1.196, -4.534, 2.160], [0.627, -0.178, 0.740], [-0.263, 0.717, -0.959], [-0.216, -0.861, 1.180], [-1.002, -0.070, -0.137], [1.478, 1.414, 1.105], [0.386, -0.404, 1.568], [1.231, -0.377, -0.538], [-3.206, 1.964, -2.177], [0.663, 0.152, -0.319], [0.867, 0.431, -0.388]]
}

***

{
  "formula": "C3H8S2",
  "method": "ωB97M-V with the def2-TZVPD basis set",
  "smiles": "CCCSS",
  "e_lumo_ev": 0.516,
  "total_charge": 0,
  "species": ["C", "C", "C", "S", "S", "H", "H", "H", "H", "H", "H", "H", "H"],
  "positions_angstrom": [[-1.533, 0.097, 2.906], [-1.366, -0.443, 1.394], [-0.149, 0.157, 0.752], [-0.121, -0.445, -0.985], [1.667, 0.513, -1.608], [-1.929, 1.106, 2.923], [-2.377, -0.387, 3.386], [-0.572, -0.136, 3.324], [-2.372, -0.201, 0.898], [-1.475, -1.637, 1.599], [0.764, -0.133, 1.194], [-0.235, 1.245, 0.784], [1.753, 0.188, -2.938]],
  "forces_ev_per_a": [[-0.735, -0.600, -2.350], [-3.404, -1.960, 2.627], [-0.962, -0.006, -1.457], [0.175, 0.156, -0.268], [0.172, 0.056, -0.151], [1.041, 0.694, -0.027], [0.310, -0.856, 0.188], [0.155, 0.518, 1.052], [1.713, -0.142, 0.118], [1.069, 2.669, -1.190], [0.972, -0.424, 0.784], [0.027, -0.024, -0.138], [-0.533, -0.080, 0.813]]
}

***

{
  "formula": "C3H8S2",
  "method": "ωB97M-V with the def2-TZVPD basis set",
  "smiles": "CCSSC",
  "e_lumo_ev": 0.842,
  "total_charge": 0,
  "species": ["C", "C", "S", "S", "C", "H", "H", "H", "H", "H", "H", "H", "H"],
  "positions_angstrom": [[-1.041, -0.083, -1.985], [-0.718, 0.161, -0.517], [-0.545, -1.418, 0.364], [0.010, -0.819, 2.254], [1.525, 0.096, 1.927], [-2.061, -0.453, -2.091], [-0.268, -0.632, -2.516], [-1.102, 0.886, -2.487], [0.200, 0.739, -0.463], [-1.557, 0.662, -0.044], [1.347, 1.095, 1.534], [2.084, 0.174, 2.855], [2.126, -0.406, 1.168]],
  "forces_ev_per_a": [[-0.391, 0.893, -0.030], [-0.356, -0.270, -0.201], [0.468, -0.092, -0.061], [-0.257, 0.161, -0.157], [0.367, 0.061, -0.480], [0.257, -0.685, -0.143], [-0.242, -0.436, 0.081], [0.195, 0.131, 0.090], [0.013, 0.038, 0.326], [0.151, 0.428, 0.062], [-0.254, 0.084, 0.227], [0.016, -0.037, 0.067], [0.035, -0.274, 0.219]]
}

***

{
  "formula": "C3H8S2",
  "method": "ωB97M-V with the def2-TZVPD basis set",
  "smiles": "C=C.CSS",
  "e_lumo_ev": 0.586,
  "total_charge": 0,
  "species": ["C", "C", "H", "H", "H", "H", "C", "S", "S", "H", "H", "H", "H"],
  "positions_angstrom": [[0.901, 0.251, -2.635], [0.149, 0.939, -3.480], [0.508, -0.623, -2.131], [1.851, 0.566, -2.230], [-0.842, 0.632, -3.757], [0.445, 1.944, -3.745], [0.271, 0.035, 2.978], [0.541, -0.602, 1.289], [-1.060, 0.091, 0.202], [1.111, 0.702, 3.138], [-0.650, 0.579, 3.131], [0.321, -0.827, 3.639], [-1.625, -1.090, -0.076]],
  "forces_ev_per_a": [[-0.497, -0.258, 0.489], [0.493, 0.492, 0.699], [0.080, -0.317, -0.418], [0.130, 0.327, -0.286], [-0.210, -0.209, -0.134], [0.117, -0.027, -0.513], [0.515, -0.358, -0.262], [-0.217, 0.175, -0.116], [0.022, 0.093, 0.073], [0.017, 0.072, 0.368], [-0.267, -0.039, -0.275], [-0.035, 0.144, 0.200], [-0.149, -0.096, 0.174]]
}

***

{
  "formula": "C3H8S2",
  "method": "ωB97M-V with the def2-TZVPD basis set",
  "smiles": "C=C.CSS",
  "e_lumo_ev": 0.496,
  "total_charge": 0,
  "species": ["C", "C", "H", "H", "H", "H", "C", "S", "S", "H", "H", "H", "H"],
  "positions_angstrom": [[1.934, -0.496, 0.905], [1.885, -0.354, -0.410], [2.060, -1.501, 1.299], [1.694, 0.236, 1.663], [1.936, -1.131, -1.161], [1.720, 0.633, -0.841], [-1.766, 0.451, -1.121], [-2.723, 0.839, 0.382], [-1.559, 0.160, 2.019], [-1.152, 1.264, -1.483], [-1.101, -0.402, -0.943], [-2.550, -0.022, -1.711], [-0.378, 0.323, 1.401]],
  "forces_ev_per_a": [[-0.341, -1.408, -0.161], [-0.316, 1.270, -0.101], [0.090, 0.031, 0.116], [0.430, 0.487, -0.292], [0.333, -0.346, 0.367], [-0.026, -0.026, 0.066], [-0.130, -1.636, 1.098], [0.380, 0.265, 0.324], [-0.115, -0.024, -0.632], [-0.470, 0.256, -0.367], [0.003, 0.200, 0.306], [0.248, 0.788, -0.876], [-0.088, 0.144, 0.151]]
}

***

{
  "formula": "C3H8S3Si",
  "method": "ωB97M-V with the def2-TZVPD basis set",
  "smiles": "C1CS[SiH2]S1.C=S",
  "e_lumo_ev": -0.670,
  "total_charge": 0,
  "species": ["C", "C", "S", "Si", "S", "H", "H", "H", "H", "H", "H", "C", "S", "H", "H"],
  "positions_angstrom": [[-0.621, 1.071, 0.323], [-0.555, 0.004, 1.389], [-1.026, -1.542, 0.472], [-2.552, -0.789, -0.806], [-2.211, 1.293, -0.536], [-0.363, 1.928, 0.907], [0.171, 0.816, -0.357], [0.576, -0.041, 1.556], [-1.139, -0.035, 2.391], [-2.079, -1.268, -2.022], [-3.917, -1.179, -0.441], [3.424, -0.196, -0.729], [3.055, 1.114, 0.114], [3.948, -1.049, -0.348], [3.289, -0.129, -1.913]],
  "forces_ev_per_a": [[-0.571, 0.091, 1.234], [0.351, -1.920, 0.442], [0.445, -0.616, 0.782], [0.336, 0.650, 1.828], [-0.006, 0.325, 0.234], [0.012, 1.411, -0.375], [0.201, 0.234, -0.509], [-1.557, -0.416, 0.329], [0.943, 0.923, -1.912], [0.038, -0.670, -1.901], [-0.189, -0.002, -0.160], [-0.123, 1.354, -3.111], [-0.055, -0.289, 0.235], [-0.021, -0.502, 0.277], [0.198, -0.573, 2.608]]
}

***

{
  "formula": "C3H8Se",
  "method": "ωB97M-V with the def2-TZVPD basis set",
  "spin_multiplicity": 3,
  "e_lumo_ev": [0.867, -1.628],
  "total_charge": 0,
  "species": ["C", "C", "C", "Se", "H", "H", "H", "H", "H", "H", "H", "H"],
  "positions_angstrom": [[-0.488, 1.270, 0.019], [-0.509, -1.287, -0.068], [0.240, -0.022, 0.129], [2.134, -0.018, -0.160], [-0.812, 1.424, -1.013], [0.154, 2.101, 0.300], [-1.378, 1.277, 0.648], [-0.785, -1.385, -1.121], [0.094, -2.147, 0.205], [-1.429, -1.286, 0.518], [0.681, -0.075, 2.160], [2.098, 0.148, -1.617]],
  "forces_ev_per_a": [[0.388, -0.204, 0.264], [0.262, 0.184, 0.315], [-0.134, 0.197, -1.939], [-0.079, -0.123, 0.303], [-0.128, 0.122, -0.174], [-0.046, 0.127, 0.004], [-0.159, -0.015, 0.067], [-0.112, -0.130, -0.166], [-0.006, -0.173, 0.008], [-0.146, -0.034, 0.040], [0.251, -0.025, 1.387], [-0.091, 0.073, -0.107]]
}

***

{
  "formula": "C3H8Si",
  "method": "ωB97M-V with the def2-TZVPD basis set",
  "e_lumo_ev": [-0.330, -0.003],
  "total_charge": 0,
  "species": ["C", "C", "C", "Si", "H", "H", "H", "H", "H", "H", "H", "H"],
  "positions_angstrom": [[-1.025, 0.781, 0.041], [0.051, 1.884, 0.233], [-0.212, -0.189, -0.616], [0.629, -1.621, 0.247], [-1.453, 0.358, 0.931], [-1.756, 1.353, -0.673], [0.285, 2.546, -0.701], [0.702, 1.715, 1.012], [0.043, -0.044, -1.691], [1.279, -2.470, -0.933], [-0.237, -2.658, 0.995], [1.694, -1.655, 1.154]],
  "forces_ev_per_a": [[-2.145, 3.658, -1.438], [-1.369, -1.344, -3.506], [2.369, 0.085, -0.779], [-0.638, -2.491, -2.323], [-0.532, 0.506, 0.534], [0.545, -1.743, 1.454], [-0.268, -1.390, 2.148], [1.775, 0.111, 1.420], [-0.259, -0.165, 0.934], [-0.751, 0.856, 0.978], [-0.112, 0.946, -0.606], [1.386, 0.971, 1.185]]
}

***

Electronic energy across the listed records, respectively: -915.428104, -915.434624, -915.470363, -915.423534, -915.412476, -1603.124449, -2520.330942, -408.419616 hartree.